(1)
{"formula": "C46H60BaI2N3O4P", "method": "ωB97M-V/def2-TZVPD", "multiplicity": 1, "homo_energy_ev": -7.663, "e_tot_ha": -3216.17747, "molar_mass_g_mol": 1141.113, "e_above_lowest_kcal_mol": 252.2, "lumo_energy_ev": -1.192, "species": ["Ba", "O", "C", "O", "C", "C", "C", "N", "C", "C", "C", "C", "C", "C", "C", "N", "C", "C", "C", "C", "C", "N", "H", "H", "H", "H", "H", "H", "H", "H", "H", "H", "I", "I", "C", "C", "C", "C", "C", "C", "C", "C", "C", "C", "C", "C", "O", "H", "H", "H", "H", "H", "H", "H", "H", "H", "H", "H", "H", "H", "H", "H", "H", "H", "O", "P", "C", "C", "C", "C", "C", "C", "C", "C", "C", "C", "C", "C", "C", "C", "C", "C", "C", "C", "H", "H", "H", "H", "H", "H", "H", "H", "H", "H", "H", "H", "H", "H", "H", "H", "H", "H", "H", "H", "H", "H", "H", "H", "H", "H", "H", "H", "H", "H", "H", "H", "H"], "positions_angstrom": [[0.132, -0.568, 0.016], [-5.060, 3.269, 2.458], [-3.896, 3.431, 2.774], [-3.288, 3.966, 3.689], [-2.842, 2.705, 1.831], [-1.800, 3.361, 1.220], [-0.981, 2.576, 0.402], [-0.852, 1.254, 0.668], [-1.729, 0.639, 1.435], [-2.908, 1.336, 1.792], [-1.627, -0.697, 1.988], [-2.418, -0.962, 3.122], [-2.403, -2.210, 3.699], [-1.587, -3.200, 3.168], [-0.828, -2.848, 2.077], [-0.836, -1.642, 1.540], [-0.330, 3.122, -0.788], [-0.721, 4.373, -1.281], [-0.154, 4.845, -2.447], [0.792, 4.069, -3.104], [1.104, 2.831, -2.568], [0.552, 2.367, -1.455], [-1.667, 4.423, 1.326], [-3.820, 0.812, 2.035], [-3.002, -0.176, 3.567], [-3.015, -2.408, 4.566], [-1.535, -4.194, 3.576], [-0.182, -3.554, 1.577], [-1.480, 4.945, -0.774], [-0.459, 5.805, -2.838], [1.269, 4.402, -4.011], [1.831, 2.178, -3.039], [2.832, -0.169, -1.037], [4.410, 0.168, -3.279], [2.781, 2.660, 0.774], [3.106, 2.157, 2.177], [1.844, 1.985, 3.024], [3.900, 0.867, 2.149], [5.172, 0.925, 2.712], [5.987, -0.185, 2.783], [5.490, -1.393, 2.341], [4.223, -1.504, 1.774], [3.764, -2.925, 1.499], [3.364, -3.245, 0.059], [2.636, -3.241, 2.479], [3.411, -0.355, 1.637], [2.213, -0.409, 0.909], [2.450, 3.697, 0.819], [1.984, 2.044, 0.352], [3.672, 2.608, 0.146], [3.731, 2.913, 2.667], [1.256, 1.149, 2.637], [1.242, 2.891, 2.992], [2.111, 1.783, 4.060], [5.532, 1.873, 3.079], [6.985, -0.115, 3.186], [6.101, -2.278, 2.440], [4.609, -3.581, 1.744], [2.396, -2.780, -0.187], [3.274, -4.326, -0.047], [4.137, -2.896, -0.630], [1.794, -2.579, 2.267], [2.963, -3.064, 3.502], [2.330, -4.281, 2.386], [-0.853, -1.949, -0.991], [-2.205, -1.728, -1.516], [-3.169, -0.367, -0.788], [-4.684, -0.484, -0.698], [-5.425, -0.100, -1.970], [-5.102, 1.336, -2.347], [-3.601, 1.448, -2.554], [-2.843, 1.024, -1.307], [-2.025, -1.594, -3.345], [-1.609, -2.971, -3.874], [-0.798, -2.871, -5.172], [-1.228, -1.654, -5.982], [-0.860, -0.372, -5.225], [-0.934, -0.589, -3.710], [-3.099, -3.283, -1.163], [-4.390, -3.611, -1.901], [-5.333, -4.398, -0.992], [-4.534, -5.423, -0.192], [-3.618, -4.725, 0.825], [-3.245, -3.326, 0.347], [-2.848, -0.468, 0.278], [-4.990, 0.217, 0.091], [-4.994, -1.478, -0.378], [-6.497, -0.226, -1.802], [-5.142, -0.761, -2.797], [-5.420, 2.008, -1.547], [-5.632, 1.622, -3.257], [-3.314, 2.479, -2.773], [-3.302, 0.839, -3.410], [-3.092, 1.735, -0.514], [-1.790, 1.160, -1.547], [-2.983, -1.291, -3.777], [-2.499, -3.580, -4.039], [-0.996, -3.483, -3.126], [-0.947, -3.781, -5.754], [0.268, -2.787, -4.951], [-2.307, -1.698, -6.157], [-0.738, -1.660, -6.955], [-1.540, 0.433, -5.517], [0.156, -0.065, -5.481], [-1.095, 0.377, -3.230], [0.032, -0.976, -3.353], [-2.335, -4.043, -1.394], [-4.155, -4.218, -2.779], [-4.884, -2.711, -2.263], [-6.089, -4.896, -1.598], [-5.857, -3.730, -0.304], [-3.934, -6.017, -0.888], [-5.206, -6.110, 0.325], [-2.709, -5.316, 0.970], [-4.121, -4.650, 1.792], [-2.279, -3.060, 0.767], [-3.959, -2.590, 0.728]], "mulliken_charge": [4.70, -0.69, 0.01, -0.68, -0.40, -1.59, 0.42, 0.05, 0.99, -0.74, 0.84, -1.23, -0.97, -1.17, -0.02, -0.63, -0.10, -0.98, -0.83, -0.98, -0.41, 0.34, 1.07, 1.11, 0.97, 0.49, 0.56, 0.81, 0.60, 0.46, 0.48, 0.20, 0.17, -0.47, -0.80, 0.36, -1.42, 0.51, -0.93, -1.32, -1.06, 0.13, 0.61, -1.51, -1.15, -0.19, 0.14, 0.58, -0.42, 0.36, 0.79, -0.16, 0.44, 0.49, 0.41, 0.41, 0.39, 0.70, -0.08, 0.53, 0.36, -0.12, 0.44, 0.44, -2.20, 0.11, 1.90, -1.28, -0.82, -1.22, -0.88, 0.20, 1.37, -0.98, -0.91, -0.80, -1.12, 0.13, 0.66, -0.99, -0.94, -0.90, -0.91, 0.07, -0.32, 0.54, 0.47, 0.40, 0.28, 0.37, 0.60, 0.43, 0.07, 0.78, -0.98, 0.64, 0.34, 0.01, 0.50, 0.42, 0.30, 0.48, 0.28, 0.53, -0.84, 0.30, 0.90, 0.49, -0.05, 0.55, 0.32, 0.34, 0.50, 0.27, 0.46, -1.35, 0.16]}



(2)
{"formula": "C46H60CaF7N2OP2", "method": "ωB97M-V/def2-TZVPD", "multiplicity": 1, "homo_energy_ev": -4.219, "e_tot_ha": -4033.25743, "molar_mass_g_mol": 892.011, "e_above_lowest_kcal_mol": 6.0, "total_charge": -1, "lumo_energy_ev": 2.633, "species": ["Ca", "C", "C", "C", "P", "C", "C", "C", "C", "C", "C", "C", "C", "C", "N", "C", "C", "C", "C", "C", "C", "P", "C", "C", "C", "C", "C", "C", "H", "H", "H", "H", "H", "H", "H", "H", "H", "H", "H", "H", "H", "H", "H", "H", "H", "H", "H", "H", "H", "H", "H", "H", "H", "H", "H", "H", "H", "H", "H", "H", "H", "H", "H", "H", "C", "C", "C", "C", "C", "C", "C", "C", "C", "C", "C", "C", "N", "C", "C", "C", "C", "C", "C", "F", "H", "H", "H", "H", "H", "H", "H", "H", "H", "H", "H", "H", "H", "H", "H", "H", "H", "H", "H", "H", "H", "C", "C", "O", "C", "F", "F", "F", "C", "F", "F", "F", "H", "H", "H"], "positions_angstrom": [[0.380, -0.026, -0.918], [-5.132, -2.006, -0.902], [-4.126, -0.896, -1.196], [-4.278, 0.237, -0.184], [-2.352, -1.481, -1.286], [-2.512, -2.926, -2.447], [-1.159, -3.620, -2.589], [-2.980, -2.400, -3.806], [-2.075, -2.221, 0.363], [-2.289, -3.563, 0.672], [-2.006, -4.065, 1.932], [-1.506, -3.201, 2.902], [-1.290, -1.868, 2.616], [-1.557, -1.335, 1.345], [-1.273, -0.025, 0.978], [-1.714, 1.015, 1.726], [-2.589, 0.860, 2.841], [-3.065, 1.926, 3.567], [-2.724, 3.236, 3.236], [-1.923, 3.428, 2.125], [-1.412, 2.372, 1.367], [-0.505, 2.660, -0.177], [0.662, 4.097, -0.022], [1.865, 3.652, 0.812], [0.177, 5.466, 0.454], [-1.805, 3.183, -1.417], [-1.133, 3.792, -2.649], [-2.963, 4.039, -0.916], [-6.134, -1.583, -0.793], [-5.171, -2.752, -1.697], [-4.878, -2.512, 0.032], [-4.319, -0.490, -2.193], [-4.112, -0.126, 0.831], [-3.570, 1.045, -0.365], [-5.291, 0.647, -0.233], [-3.245, -3.650, -2.079], [-0.390, -2.896, -2.874], [-0.855, -4.094, -1.656], [-1.206, -4.392, -3.363], [-2.309, -1.617, -4.165], [-2.983, -3.208, -4.542], [-3.988, -1.986, -3.762], [-2.679, -4.235, -0.085], [-2.167, -5.113, 2.155], [-1.251, -3.575, 3.887], [-0.861, -1.224, 3.373], [-2.900, -0.136, 3.123], [-3.725, 1.735, 4.407], [-3.096, 4.078, 3.805], [-1.708, 4.441, 1.813], [0.990, 4.200, -1.062], [1.562, 3.495, 1.849], [2.303, 2.722, 0.442], [2.638, 4.425, 0.804], [-0.017, 5.464, 1.527], [0.962, 6.206, 0.270], [-0.721, 5.800, -0.064], [-2.219, 2.214, -1.724], [-0.804, 4.814, -2.450], [-0.269, 3.204, -2.965], [-1.834, 3.823, -3.485], [-2.634, 5.039, -0.629], [-3.704, 4.149, -1.712], [-3.453, 3.585, -0.055], [0.793, 1.686, 4.243], [1.738, 1.077, 3.207], [3.135, 1.682, 3.383], [1.777, -0.439, 3.257], [1.639, -1.095, 4.474], [1.667, -2.479, 4.554], [1.817, -3.210, 3.390], [1.968, -2.594, 2.149], [2.153, -3.534, 0.962], [3.631, -3.873, 0.725], [1.491, -3.130, -0.355], [1.966, -1.186, 2.074], [2.159, -0.533, 0.845], [3.455, -0.345, 0.512], [4.607, -0.624, 1.296], [5.888, -0.373, 0.831], [6.115, 0.158, -0.436], [5.011, 0.425, -1.240], [3.760, 0.167, -0.750], [2.665, 0.402, -1.549], [0.645, 2.746, 4.029], [1.208, 1.613, 5.252], [-0.187, 1.207, 4.228], [1.367, 1.335, 2.212], [3.571, 1.324, 4.321], [3.081, 2.772, 3.433], [3.804, 1.408, 2.568], [1.498, -0.516, 5.379], [1.554, -2.980, 5.508], [1.811, -4.295, 3.436], [1.663, -4.465, 1.269], [4.177, -2.995, 0.383], [3.724, -4.654, -0.035], [4.100, -4.228, 1.645], [2.080, -2.385, -0.892], [0.481, -2.756, -0.170], [1.406, -4.008, -1.001], [4.470, -1.045, 2.284], [6.732, -0.599, 1.474], [7.116, 0.352, -0.796], [5.113, 0.820, -2.244], [0.703, -1.329, -5.256], [0.554, -0.034, -4.436], [0.412, -0.260, -3.129], [1.838, 0.807, -4.696], [1.849, 1.962, -4.006], [2.926, 0.115, -4.314], [2.029, 1.116, -6.001], [-0.697, 0.784, -4.996], [-1.367, 0.114, -5.966], [-1.593, 1.017, -4.026], [-0.394, 1.989, -5.528], [1.549, -1.879, -4.848], [0.861, -1.137, -6.317], [-0.197, -1.926, -5.125]], "mulliken_charge": [2.36, -1.70, 0.30, -1.77, 2.10, 0.14, -1.50, -2.08, -0.49, 0.15, -1.50, -1.17, -0.01, -0.81, 1.28, -0.67, -0.35, -0.98, -1.22, -0.88, 0.71, 0.74, 0.51, -1.18, -1.82, 1.63, -1.81, -1.64, 0.51, 0.33, 0.25, 0.63, 0.24, 0.19, 0.62, 0.64, 0.10, 0.27, 0.55, 0.42, 0.50, 0.38, 0.32, 0.43, 0.41, 0.84, 0.41, 0.35, 0.41, 0.29, 0.55, 0.10, -0.06, 0.55, 0.35, 0.46, 0.34, -0.39, 0.32, 0.37, 0.45, 0.26, 0.46, 0.32, -2.17, 2.54, -1.61, 0.34, -0.01, -1.22, -0.76, 1.11, -0.29, -1.64, -0.74, -1.21, 2.56, -0.27, -0.70, -0.73, -0.93, -0.76, -0.67, 0.58, 0.35, 0.57, 0.35, -1.44, 0.38, 0.48, 0.21, 0.28, 0.33, 0.37, 0.82, 0.20, 0.48, 0.35, -0.06, -0.26, 0.70, 0.40, 0.41, 0.37, 0.48, -1.86, 1.34, -1.31, 0.30, -0.23, -0.27, -0.33, 0.30, -0.36, -0.05, -0.35, 0.40, 0.38, 0.32]}